(1)
The following is a quantum chemistry calculation of a structure of composition C45H54BF3N8O3S2Sr, from OMol25.

Properties
- Energy relative to the best compared isomer or geometry (same formula, charge and spin): 48.8 kcal/mol
- Total charge: -2
- Largest force on an atom: 3.09 eV/Å

Each line ends with the Löwdin charge.
Element x y z (Å)
Sr1 -1.055 -1.137 0.334  1.26
C1 -1.206 2.654 -0.767  -0.07
C2 0.071 3.106 -0.065  -0.35
C3 -0.154 4.399 0.736  -0.08
C4 0.808 2.089 0.812  -0.26
C5 1.501 2.310 2.086  -0.03
C6 1.977 1.056 2.455  -0.07
N1 1.588 0.126 1.461  -0.03
N2 0.924 0.831 0.436  0.06
B1 2.279 -1.228 1.174  -0.59
N3 1.588 -2.347 2.025  -0.02
C7 2.308 -3.172 2.893  -0.08
C8 1.388 -3.803 3.697  -0.06
C9 0.111 -3.255 3.384  -0.29
N4 0.216 -2.373 2.379  0.07
C10 -1.155 -3.617 4.106  -0.35
C11 -2.454 -3.124 3.435  -0.06
C12 -1.049 -3.140 5.555  -0.07
N5 2.295 -1.589 -0.345  -0.02
C13 3.440 -1.507 -1.142  -0.10
C14 3.233 -2.243 -2.284  -0.05
C15 1.870 -2.667 -2.237  -0.29
N6 1.326 -2.327 -1.080  0.11
C16 1.160 -3.482 -3.308  -0.35
C17 -0.369 -3.567 -3.072  -0.08
C18 1.463 -3.002 -4.757  -0.08
H1 -1.416 3.337 -1.576  0.07
H2 -2.059 2.608 -0.055  0.08
H3 -1.064 1.698 -1.309  0.02
H4 0.787 3.290 -0.901  0.12
H5 -0.738 4.230 1.660  0.08
H6 -0.649 5.124 0.092  0.07
H7 0.794 4.824 1.022  0.05
H8 1.748 3.291 2.516  0.09
H9 2.520 0.696 3.322  0.11
H10 3.497 -1.253 1.461  0.11
H11 3.404 -3.238 2.784  0.11
H12 1.571 -4.538 4.477  0.09
H13 -1.111 -4.741 4.210  0.15
H14 -2.380 -2.048 3.199  0.05
H15 -3.294 -3.349 4.058  0.07
H16 -2.646 -3.670 2.479  0.02
H17 -1.214 -2.046 5.593  0.08
H18 -0.070 -3.350 5.975  0.06
H19 -1.787 -3.609 6.180  0.06
H20 4.338 -1.012 -0.766  0.10
H21 3.937 -2.431 -3.099  0.09
H22 1.658 -4.521 -3.197  0.15
H23 -0.881 -2.761 -3.623  0.07
H24 -0.690 -3.535 -1.994  0.00
H25 -0.725 -4.486 -3.492  0.06
H26 1.148 -1.950 -4.896  0.08
H27 0.956 -3.670 -5.446  0.06
H28 2.540 -2.997 -4.934  0.05
F1 -6.394 -5.343 0.728  0.09
C19 -5.118 -4.978 0.457  -0.54
F2 -4.750 -5.615 -0.720  0.07
F3 -4.334 -5.599 1.439  0.05
C20 -5.022 -3.500 0.458  -0.14
C21 -6.125 -2.684 0.637  -0.02
C22 -5.934 -1.275 0.684  -0.07
C23 -4.658 -0.744 0.483  -0.12
N7 -3.583 -1.524 0.306  -0.10
C24 -3.708 -2.876 0.279  -0.74
S1 -2.330 -3.833 0.005  0.62
H29 -7.095 -3.169 0.752  0.11
H30 -6.779 -0.605 0.785  0.08
H31 -4.503 0.323 0.595  0.12
C25 -0.889 0.911 4.753  -0.03
C26 -2.342 1.108 4.277  -0.52
C27 -2.884 2.346 4.922  -0.06
O1 -3.177 0.003 4.756  -0.05
C28 -2.311 1.232 2.716  -0.56
O2 -2.694 2.323 2.255  0.00
O3 -1.915 0.191 2.052  -0.26
H32 -0.843 0.758 5.854  0.08
H33 -0.352 1.825 4.596  0.06
H34 -0.405 0.034 4.227  0.09
H35 -2.920 2.255 6.020  0.09
H36 -3.890 2.498 4.524  0.08
H37 -2.260 3.187 4.599  0.08
H38 -3.135 -0.704 4.066  0.06
C29 4.316 4.610 -0.332  -0.04
C30 4.964 3.760 -1.447  -0.56
C31 6.156 4.566 -2.005  -0.08
C32 5.495 2.433 -0.849  -0.06
C33 3.910 3.438 -2.481  -0.18
C34 3.619 4.380 -3.510  -0.06
C35 2.531 4.234 -4.324  -0.10
C36 1.706 3.077 -4.216  -0.48
S2 0.195 2.714 -4.959  1.06
C37 0.041 1.354 -3.865  -0.51
N8 1.044 1.139 -3.051  0.14
C38 2.000 2.121 -3.211  -0.31
C39 3.144 2.254 -2.410  0.04
C40 -1.228 0.560 -3.892  -0.30
C41 -1.898 0.521 -5.127  -0.11
C42 -3.168 -0.076 -5.197  -0.14
C43 -3.669 -0.723 -4.099  -0.13
C44 -2.940 -0.778 -2.908  -0.17
C45 -1.752 -0.118 -2.791  -0.10
H39 5.086 4.817 0.421  0.08
H40 3.454 4.121 0.160  0.08
H41 3.960 5.567 -0.704  0.08
H42 6.963 4.660 -1.220  0.09
H43 5.875 5.581 -2.242  0.06
H44 6.580 4.107 -2.898  0.08
H45 6.346 2.631 -0.213  0.07
H46 5.830 1.776 -1.664  0.09
H47 4.709 1.895 -0.253  0.09
H48 4.302 5.248 -3.594  0.10
H49 2.292 4.954 -5.119  0.10
H50 3.281 1.425 -1.707  0.10
H51 -1.426 0.972 -6.009  0.06
H52 -3.759 -0.010 -6.132  0.09
H53 -4.593 -1.239 -4.241  0.08
H54 -3.290 -1.406 -2.070  0.06

(2)
The following is a quantum chemistry calculation of a structure of composition C45H54CaN2O6PS3SbSi3, from OMol25.

Properties
- Energy relative to the best compared isomer or geometry (same formula, charge and spin): 18.3 kcal/mol
- Total charge: -2
- Largest force on an atom: 1.45 eV/Å

Each line ends with the Löwdin charge.
Element x y z (Å)
Ca1 0.966 -0.100 0.137  1.06
O1 -0.599 -3.145 0.125  -0.04
C1 -0.736 -2.345 -0.807  -0.68
O2 -1.201 -1.160 -0.719  -0.24
C2 -0.308 -2.734 -2.217  -0.17
C3 -0.153 -4.081 -2.504  -0.03
C4 0.193 -4.499 -3.780  -0.09
C5 0.399 -3.550 -4.775  -0.10
C6 0.268 -2.198 -4.487  -0.10
C7 -0.081 -1.761 -3.209  -0.28
P1 -0.245 0.048 -2.758  1.13
C8 -1.970 0.320 -3.391  -0.31
C9 -2.273 0.344 -4.754  -0.10
C10 -3.574 0.547 -5.196  -0.10
C11 -4.602 0.732 -4.276  -0.11
C12 -4.314 0.705 -2.920  -0.08
C13 -3.009 0.497 -2.481  -0.07
C14 0.757 0.915 -4.059  -0.36
C15 0.376 2.195 -4.471  -0.11
C16 1.237 3.007 -5.198  -0.10
C17 2.511 2.558 -5.526  -0.12
C18 2.917 1.301 -5.099  -0.11
C19 2.055 0.494 -4.362  -0.12
H1 -0.300 -4.783 -1.694  0.11
H2 0.309 -5.555 -3.996  0.09
H3 0.673 -3.861 -5.776  0.09
H4 0.457 -1.471 -5.268  0.09
H5 -1.481 0.210 -5.482  0.10
H6 -3.782 0.563 -6.259  0.09
H7 -5.618 0.894 -4.619  0.09
H8 -5.101 0.850 -2.187  0.10
H9 -2.804 0.463 -1.421  0.08
H10 -0.602 2.576 -4.198  0.10
H11 0.916 4.001 -5.487  0.09
H12 3.190 3.195 -6.082  0.09
H13 3.919 0.947 -5.313  0.10
H14 2.418 -0.454 -3.975  0.07
O3 3.068 0.982 1.568  0.00
C20 3.108 -0.252 1.444  -0.72
O4 2.102 -1.011 1.702  -0.30
C21 4.328 -0.915 0.847  -0.19
C22 5.544 -0.784 1.507  -0.06
C23 6.706 -1.335 0.985  -0.13
C24 6.629 -2.009 -0.231  -0.13
C25 5.416 -2.125 -0.899  -0.15
C26 4.224 -1.583 -0.392  -0.64
S1 2.717 -1.695 -1.341  0.56
H15 5.568 -0.235 2.443  0.11
H16 7.649 -1.234 1.508  0.08
H17 7.522 -2.446 -0.666  0.08
H18 5.368 -2.637 -1.854  0.08
O5 -3.035 1.818 0.387  0.00
C27 -2.811 3.013 -0.188  -0.28
C28 -3.928 3.808 -0.450  -0.03
C29 -3.776 5.029 -1.079  -0.11
C30 -2.511 5.472 -1.462  -0.11
C31 -1.407 4.671 -1.206  -0.04
C32 -1.530 3.441 -0.564  -0.07
C33 -0.337 2.557 -0.319  -0.47
O6 -0.468 1.590 0.538  -0.26
N1 0.698 2.846 -1.049  0.01
N2 1.764 1.920 -0.968  -0.15
C34 2.847 2.465 -1.342  -0.88
S2 2.985 4.186 -1.747  0.91
C35 4.685 4.057 -2.336  -0.56
C36 5.371 2.961 -1.541  -0.54
S3 4.305 1.522 -1.591  0.96
H19 -2.134 1.401 0.506  0.06
H20 -4.902 3.436 -0.157  0.11
H21 -4.653 5.634 -1.283  0.09
H22 -2.390 6.428 -1.956  0.08
H23 -0.411 4.977 -1.505  0.10
H24 5.167 5.026 -2.192  0.06
H25 4.681 3.809 -3.399  0.06
H26 5.528 3.262 -0.503  0.08
H27 6.326 2.668 -1.980  0.07
C37 -2.594 2.047 3.881  -0.23
Si1 -1.417 0.727 4.447  0.26
C38 -2.055 0.167 6.108  -0.23
C39 0.215 1.579 4.762  -0.23
Sb1 -0.951 -0.960 2.591  1.04
Si2 0.281 -2.574 4.096  0.26
C40 0.803 -3.996 3.029  -0.22
C41 -0.667 -3.289 5.523  -0.23
C42 1.784 -1.750 4.810  -0.22
Si3 -3.157 -2.187 2.667  0.26
C43 -4.096 -2.096 4.272  -0.24
C44 -4.236 -1.436 1.355  -0.23
C45 -2.918 -3.983 2.259  -0.23
H28 -2.883 2.644 4.755  0.02
H29 -3.497 1.658 3.403  0.02
H30 -2.111 2.699 3.149  0.03
H31 -2.139 1.066 6.732  0.03
H32 -1.385 -0.537 6.603  0.00
H33 -3.038 -0.305 6.040  0.00
H34 0.032 2.564 5.210  0.03
H35 0.773 1.720 3.831  0.03
H36 0.853 1.001 5.436  0.01
H37 0.012 -4.751 2.971  0.02
H38 1.707 -4.451 3.451  0.03
H39 1.017 -3.665 2.009  0.02
H40 -1.605 -3.755 5.207  0.01
H41 -0.903 -2.541 6.281  0.00
H42 -0.034 -4.063 5.978  0.03
H43 2.197 -1.018 4.113  0.02
H44 2.550 -2.510 5.003  0.03
H45 1.546 -1.242 5.750  0.02
H46 -4.533 -1.103 4.422  0.02
H47 -3.476 -2.322 5.143  0.00
H48 -4.909 -2.833 4.216  0.03
H49 -4.224 -0.342 1.390  0.01
H50 -5.271 -1.785 1.470  0.03
H51 -3.864 -1.721 0.365  0.03
H52 -2.685 -4.566 3.158  0.02
H53 -2.101 -4.108 1.543  0.01
H54 -3.844 -4.371 1.818  0.03

no.,HOMO-LUMO gap (eV),molar mass (g mol⁻¹),total energy (a.u.)
1,5.3,974.5,-3562.74708
2,5.9,1092.2,-5630.78909